[1]
Formula: C5H10N4S
Source: the OMol25 dataset
Level of theory: wB97M-V/def2-TZVPD

Each line ends with the natural charge from an NBO analysis.
Positions of all 20 atoms, in Å:
C (-1.65050, 0.91602, 1.03954)  -0.623
C (-1.04726, 0.78760, -0.33456)  -0.021
C (-1.96969, -0.12277, -1.07123)  -0.603
N (0.34189, 0.41118, -0.34427)  -0.610
C (0.91348, -0.69060, 0.11996)  0.591
N (0.14052, -1.82174, 0.38895)  -0.811
N (2.19453, -0.87941, 0.12657)  -0.410
N (3.08335, 0.06505, -0.20976)  -0.314
C (4.25894, 0.22397, -0.39311)  0.197
S (5.75262, 0.58624, -0.14845)  -0.046
H (-1.02895, 1.58908, 1.52563)  0.213
H (-2.66297, 1.18565, 1.12912)  0.220
H (-1.47322, -0.00261, 1.59725)  0.191
H (-1.06104, 1.89491, -0.80856)  0.200
H (-2.91547, 0.31738, -0.99614)  0.213
H (-1.97245, -1.04751, -0.57924)  0.197
H (-1.63036, -0.19711, -2.18880)  0.217
H (1.00873, 1.19687, -0.31274)  0.415
H (0.54351, -2.62931, 0.72278)  0.402
H (-0.82566, -1.78290, 0.73705)  0.383

Atomic forces in eV per Å
C 1.70 -1.20 0.49
C -1.06 2.78 -0.86
C 2.11 0.64 -3.53
N 0.29 2.28 0.02
C 0.62 -1.85 -0.41
N -2.03 2.03 -0.31
N 0.49 -1.93 0.97
N -0.21 0.99 -1.04
C -2.21 -0.48 1.46
S 1.48 0.33 -0.51
H 0.78 1.70 1.42
H -1.22 0.42 -0.29
H -0.32 -0.28 0.03
H -0.02 -2.55 0.77
H -1.58 0.45 -0.25
H -0.22 -1.48 0.14
H -0.85 -0.26 2.00
H -0.58 -0.62 -0.27
H 1.82 -1.60 0.61
H 1.02 0.64 -0.44

## Properties
LUMO ... 0.576 eV
HOMO energy ... -7.7 eV
SMILES ... CC(C)N/C(N)=N\N=C=S
HOMO-LUMO gap ... 8.32 eV


[2]
Formula: C8H16NS2
Source: the OMol25 dataset
Level of theory: wB97M-V/def2-TZVPD

Each line ends with the natural charge from an NBO analysis.
Positions of all 27 atoms, in Å:
C (-2.27128, -1.75058, -1.75771)  -0.379
C (-2.21716, -0.77505, -0.82793)  -0.201
C (2.75143, -0.91526, -0.17277)  -0.343
C (0.48625, -0.38724, 2.56681)  -0.622
C (0.61302, 1.72025, -1.72531)  -0.609
C (-0.86081, -0.90124, 0.00160)  -0.223
C (-0.15632, 0.72772, 1.70012)  -0.218
C (-0.51655, 1.40463, -0.65541)  -0.215
N (-0.24140, 0.37149, 0.32875)  -0.444
S (1.84479, -2.00925, -0.78062)  0.617
S (3.43361, 0.47993, 0.41595)  0.332
H (-3.25598, -1.83637, -2.32715)  0.227
H (-1.50168, -2.54632, -1.82670)  0.191
H (-2.84882, 0.02013, -0.73900)  0.214
H (0.46175, -0.21593, 3.69746)  0.250
H (0.04429, -1.41272, 2.29954)  0.206
H (1.55823, -0.48960, 2.35506)  0.190
H (0.52987, 0.81604, -2.42912)  0.206
H (0.19191, 2.53631, -2.33484)  0.237
H (1.47352, 1.93890, -1.26010)  0.191
H (-0.25603, -1.46822, -0.75058)  0.154
H (-1.02646, -1.59170, 0.79712)  0.227
H (0.45428, 1.63886, 1.79490)  0.203
H (-1.17061, 1.14735, 2.03701)  0.191
H (-1.49824, 1.19601, -1.10252)  0.207
H (-0.66546, 2.36008, -0.13862)  0.203
H (4.64387, -0.05821, 0.83408)  0.205

Atomic forces in eV per Å
C -2.71 0.70 0.22
C 4.32 -4.22 -0.89
C -1.78 -1.02 -0.87
C -0.57 -0.92 0.66
C -6.06 -2.82 -2.10
C -1.41 1.85 -1.64
C -0.60 1.27 1.77
C 0.38 1.60 0.11
N 0.42 -1.82 -1.40
S 2.12 1.49 1.08
S 0.38 -0.75 0.16
H 1.74 -0.17 0.41
H -0.70 0.65 -0.16
H -1.94 1.61 0.51
H -0.45 -0.16 -1.66
H 0.53 1.55 0.90
H -0.21 0.22 -0.20
H 1.17 1.18 0.89
H 0.60 -0.02 0.32
H 3.31 0.62 1.23
H 0.25 0.25 0.29
H 0.05 -0.01 0.85
H 0.17 -0.27 -0.16
H 0.99 -1.09 0.18
H 0.78 0.32 -0.39
H -0.05 -0.19 0.32
H -0.72 0.14 -0.45

## Properties
LUMO (alpha / beta) ... -6.100 / -6.100 eV
HOMO energy (alpha / beta) ... -11.8 / -11.8 eV
HOMO-LUMO gap (alpha / beta) ... 5.70 / 5.70 eV
Net charge ... +1


[3]
Formula: C28H22BrIrN4O2S4Sb
Source: the OMol25 dataset
Level of theory: wB97M-V/def2-TZVPD

Each line ends with the natural charge from an NBO analysis.
Positions of all 63 atoms, in Å:
Ir (0.01309, -0.66291, -0.30774)  0.934
C (4.26557, 4.12999, 3.59130)  -0.639
C (3.78114, 3.02322, 2.68306)  -0.076
C (3.52278, 1.71371, 3.23489)  -0.187
C (2.94360, 0.64718, 2.47560)  -0.135
C (2.65747, 0.75905, 1.01597)  -0.306
C (2.97824, 2.18127, 0.44623)  -0.415
C (3.53659, 3.21061, 1.37949)  -0.102
S (2.88553, -2.03733, 0.53266)  1.542
O (3.33558, -2.31684, 1.93384)  -1.028
O (3.07131, -1.73381, -1.59814)  -0.798
N (1.22869, -1.95304, 0.59921)  -0.820
C (0.58735, -3.14574, 1.04545)  0.116
C (1.18042, -4.32769, 1.40377)  -0.186
C (0.40775, -5.39641, 1.91269)  -0.174
C (-0.93784, -5.28121, 2.07876)  -0.185
C (-1.58095, -4.08757, 1.68073)  -0.094
C (-2.96971, -3.87123, 1.80584)  -0.083
C (-3.50970, -2.69638, 1.37320)  -0.271
C (-2.67871, -1.73783, 0.77671)  0.105
N (-1.38141, -1.89995, 0.63720)  -0.440
C (-0.81343, -3.05457, 1.12227)  0.194
H (4.21525, 3.83325, 4.63878)  0.222
H (3.65605, 5.02404, 3.46554)  0.234
H (5.29775, 4.40115, 3.36924)  0.246
H (3.77280, 1.53747, 4.27787)  0.274
H (2.80939, -0.33829, 2.91937)  0.316
H (3.65111, 2.09133, -0.40755)  0.273
H (3.70893, 4.18358, 0.93002)  0.226
H (2.25016, -4.44865, 1.31499)  0.256
H (0.90722, -6.31581, 2.18957)  0.233
H (-1.52673, -6.08724, 2.50157)  0.227
H (-3.59183, -4.64019, 2.24998)  0.234
H (-4.56500, -2.48500, 1.47656)  0.240
H (-3.09919, -0.80840, 0.42400)  0.202
Br (7.53910, -0.01550, -0.33927)  0.102
C (5.68135, 0.00155, -0.62175)  -0.094
C (4.84375, -0.31195, 0.35922)  -0.202
C (3.35551, -0.28760, 0.15784)  -0.327
C (2.97590, -0.40358, -1.35938)  0.426
C (3.92196, 0.35055, -2.26119)  -0.207
C (5.20698, 0.45986, -1.93354)  -0.241
N (1.51145, -0.02302, -1.54874)  -0.433
C (1.09045, 0.14089, -2.74347)  0.116
C (-0.34147, 0.35751, -2.95269)  0.208
C (-0.86404, 0.72017, -4.17574)  -0.211
C (-2.21754, 1.00629, -4.26778)  -0.138
C (-2.98282, 0.95061, -3.11854)  -0.223
C (-2.39290, 0.56322, -1.92713)  0.069
N (-1.10372, 0.23512, -1.83965)  -0.433
H (5.19891, -0.55931, 1.35467)  0.240
H (1.60127, 0.55079, 0.92770)  0.295
H (3.58301, 0.72465, -3.21767)  0.210
H (5.91729, 0.92017, -2.60725)  0.238
H (1.74601, 0.13421, -3.60519)  0.217
H (-0.21169, 0.78227, -5.03723)  0.241
H (-2.66006, 1.28523, -5.21518)  0.242
H (-4.03279, 1.20829, -3.13142)  0.244
H (-2.95913, 0.53633, -1.00951)  0.217
S (1.59740, 1.67754, 3.49740)  0.059
Sb (0.17559, 2.86800, 1.86649)  0.970
S (1.46332, 2.91641, -0.23270)  -0.127
S (-1.13290, 0.99915, 1.20417)  -0.592

Atomic forces in eV per Å
Ir -0.60 -0.27 1.98
C -0.08 -0.17 -0.03
C 0.94 1.00 -1.27
C -1.12 0.24 1.17
C -1.16 -0.24 0.54
C 0.95 0.69 -0.47
C -0.05 -0.22 0.24
C 0.59 -0.18 0.38
S 2.08 -2.55 1.00
O -0.25 1.03 0.66
O -0.51 1.75 -1.35
N -2.23 0.53 -0.89
C 0.35 0.56 -0.03
C 0.26 -0.22 0.07
C 0.18 0.06 -0.08
C -0.17 -0.04 0.07
C -0.23 -0.02 0.03
C 0.09 -0.14 0.04
C -0.10 0.15 -0.07
C -0.14 0.01 0.00
N 0.15 -0.19 0.06
C -0.19 0.36 -0.01
H 0.00 0.02 0.01
H 0.00 0.00 0.01
H 0.01 -0.06 0.01
H 0.71 -0.25 -0.27
H 0.64 -0.09 -0.18
H 0.00 -0.04 -0.04
H -0.01 -0.05 0.05
H -0.01 0.02 0.08
H 0.03 0.06 -0.02
H 0.03 0.06 -0.05
H 0.04 0.03 -0.02
H 0.03 -0.01 -0.05
H 0.01 -0.01 0.02
Br 0.12 0.01 0.00
C -0.22 0.35 -0.36
C -0.20 0.18 0.28
C -0.28 -0.45 -0.04
C 0.71 -1.28 -0.11
C -0.29 0.25 0.06
C 0.17 0.01 0.23
N -0.14 0.20 -0.25
C -0.20 0.14 0.03
C 0.19 -0.01 0.16
C -0.05 0.06 -0.17
C 0.04 0.02 -0.08
C -0.07 0.03 0.02
C 0.07 -0.06 0.13
N 0.31 -0.02 -0.25
H -0.01 -0.15 -0.10
H -0.23 0.13 -0.10
H 0.08 -0.04 -0.03
H 0.04 -0.12 -0.01
H 0.07 0.04 0.02
H -0.03 -0.01 0.02
H 0.02 0.00 0.03
H 0.02 -0.03 0.02
H -0.01 -0.02 0.00
S 0.06 -1.23 0.54
Sb -0.63 0.29 -1.28
S -0.49 0.39 0.25
S 0.71 -0.50 -0.61

## Properties
LUMO (alpha / beta) ... -4.304 / -4.258 eV
HOMO energy (alpha / beta) ... -9.3 / -9.4 eV
HOMO-LUMO gap (alpha / beta) ... 5.02 / 5.09 eV
Net charge ... +1


The following ΔE to the lowest compared entry with this formula, charge and spin values (in kJ/mol) correspond, in order, to the records above: 94.9 247.6 495.1.
The following max |F| values (in eV/A) correspond, in order, to the records above: 4.2 7.0 3.4.